Entry from OMol25: a cluster of 2 separate species, C4H7NO in total (wB97M-V/def2-TZVPD).

The geometry in ORCA input format:
```
! wB97M-V def2-TZVPD RIJCOSX def2/J DEFGRID3
* xyz 0 1
C 0.07324 -1.16121 -0.30098
C -1.73973 -0.42422 0.33414
C -2.42987 0.41525 -0.39647
C 2.32691 -0.41452 -0.10865
N 0.89546 -0.21081 0.02323
O 0.66555 1.03116 0.59779
H -2.10725 -0.94451 1.19909
H -3.23468 0.67488 0.17231
H -0.27633 1.27376 0.50936
H -2.25520 0.95615 -1.37398
H 2.57556 -1.20935 -0.87471
H 2.79390 0.46078 -0.57698
H 2.71244 -0.44737 0.79584
*
```

ΔE to the lowest compared entry with this formula, charge and spin: 170.2 kcal/mol
HOMO level: -8.362 eV
Kohn-Sham gap: 9.31 eV
E: -7792.2653 eV
F_max: 5.8 eV Å⁻¹

These are the natural (NBO) partial charges, in e, on atoms 1 to 5: number 1, C, carries 0.105; number 2, C, carries -0.237; number 3, C, carries -0.485; number 4, C, carries -0.407; number 5, N, carries -0.174

***

Entry from OMol25: a cluster of 2 separate species, C3H8O2 in total (wB97M-V/def2-TZVPD).

The geometry in ORCA input format:
```
! wB97M-V def2-TZVPD RIJCOSX def2/J DEFGRID3
* xyz 0 1
C -1.61170 -1.19329 0.61504
C -1.16565 -1.56669 -0.77187
C -0.21048 -0.95185 -1.42335
O 0.07849 -1.30537 -2.73284
H -2.67186 -0.93682 0.61398
H -1.54570 -2.06538 1.26583
H -0.99809 -0.39738 1.00016
H -1.63514 -2.40528 -1.27973
H 0.33104 -0.10320 -1.01484
H 0.81152 -1.94187 -2.76445
O 2.47258 4.27564 2.17673
H 3.11387 3.55910 2.34713
H 3.03112 5.03238 1.96821
*
```

ΔE to the lowest compared entry with this formula, charge and spin: 32.3 kcal/mol
HOMO level: -9.280 eV
Kohn-Sham gap: 10.18 eV
E: -7334.6505 eV
F_max: 1.1 eV Å⁻¹
Structure (SMILES): C/C=C/O.O

These are the natural (NBO) partial charges, in e, on atoms 1 to 5: number 1, C, carries -0.634; number 2, C, carries -0.228; number 3, C, carries 0.101; number 4, O, carries -0.721; number 5, H, carries 0.216

***

- Which of these has the highest Kohn-Sham gap?
  C3H8O2